(1)
Formula: C22H64Cl2HfN9O5P3
Source: the Open Molecules 2025 dataset
Level of theory: ωB97M-V/def2-TZVPD

The geometry in XYZ format:
```
106
Properties=species:S:1:pos:R:3:forces:R:3:lowdin_charge:R:1
Hf 10.760110 -2.331690 5.984750 -3.115 0.818 0.504 1.56
Cl 12.468200 -1.376000 4.049440 -1.054 -0.600 1.386 -0.16
Cl 12.332950 -3.974540 7.355660 -0.794 1.060 -0.759 -0.12
C 7.240030 -0.725970 3.019710 -1.325 -2.155 -1.242 -0.08
C 8.338680 -0.477550 3.975440 3.119 0.231 -0.120 -0.62
C 7.999560 0.606670 4.926910 -0.996 0.159 1.356 -0.08
O 8.993930 -1.618510 4.506440 1.036 -0.962 1.691 -0.38
H 6.656870 0.122000 2.660570 0.204 0.228 0.386 0.08
H 6.555060 -1.508650 3.345780 -0.490 0.214 0.764 0.07
H 7.578270 -1.245370 2.123100 0.618 0.267 -0.280 0.07
H 9.109440 -0.004820 3.366710 0.395 0.268 -0.471 0.12
H 7.539400 1.393810 4.329620 0.178 0.396 0.307 0.08
H 8.823870 0.962920 5.544720 0.293 0.077 -0.374 0.06
H 7.263850 0.274260 5.659250 -0.358 -0.106 0.083 0.08
C 8.526000 -0.988420 8.634610 0.073 -0.274 -0.890 -0.28
O 9.394390 -1.576260 7.733590 2.290 -0.697 -2.032 -0.48
H 7.628930 -1.604810 8.693270 -0.390 -0.165 0.444 0.05
H 8.937320 -0.826990 9.631040 0.291 -0.317 0.361 0.06
H 8.167190 -0.002870 8.337900 -0.020 0.399 -0.410 0.05
O 12.069480 -0.717470 7.147280 0.764 0.513 0.855 -0.48
P 12.829690 0.287710 8.006250 1.170 1.537 1.641 0.72
N 14.467810 0.607740 7.563550 -0.933 0.230 -1.077 -0.29
C 15.000000 -0.297310 6.505120 -0.753 0.310 -0.003 -0.12
C 15.069120 1.965480 7.518840 -0.255 -0.705 -0.255 -0.12
N 13.185390 -0.102810 9.637270 -0.456 0.367 -2.807 -0.31
C 12.532180 -1.208920 10.233640 0.340 -0.397 2.561 -0.14
C 14.119410 0.669210 10.457520 0.003 0.219 0.334 -0.10
N 12.034520 1.826670 8.179580 1.344 -1.936 0.913 -0.29
C 11.629390 2.470050 6.959920 -0.469 0.134 -0.575 -0.13
C 11.019560 1.982480 9.249680 0.172 0.456 -0.045 -0.09
H 16.041970 -0.611920 6.563690 0.201 0.516 0.720 0.08
H 14.871050 0.216710 5.552620 -0.066 -0.365 -0.308 0.07
H 14.429040 -1.225510 6.528350 -0.109 0.134 -0.280 0.05
H 16.126230 1.807500 7.732520 0.056 0.300 0.188 0.08
H 14.621250 2.695300 8.193290 -0.020 -0.473 0.320 0.07
H 15.007700 2.430170 6.534770 -0.068 -0.156 -0.377 0.07
H 12.069250 -0.804940 11.133970 -1.246 -0.261 0.041 0.07
H 11.892800 -1.849640 9.626380 0.024 0.512 -0.220 0.06
H 13.287020 -1.816210 10.733160 0.284 -0.684 -0.456 0.08
H 15.099900 0.881760 10.031410 -0.196 -0.293 -0.561 0.07
H 13.742490 1.629290 10.810040 -0.487 0.317 -0.411 0.07
H 14.344770 0.196380 11.413420 -0.242 -0.772 -0.189 0.08
H 12.235140 2.215630 6.090190 0.232 -0.299 0.176 0.09
H 10.611400 2.149570 6.738360 -0.243 0.273 -0.339 0.07
H 11.678160 3.555210 7.050240 -0.160 0.081 0.158 0.09
H 10.847630 3.043720 9.429390 -0.220 0.289 -0.724 0.08
H 11.288330 1.726210 10.274470 0.613 -0.923 -0.363 0.07
H 10.083960 1.493760 8.977830 -0.123 -0.001 0.061 0.07
O 9.261180 -4.147210 6.633460 0.175 -0.421 -0.284 -0.41
P 8.355310 -5.082820 7.369440 -0.062 -1.643 1.518 0.63
N 7.936000 -6.531110 6.555310 2.447 0.406 0.124 -0.28
C 6.775800 -7.296550 7.119830 1.281 1.549 -0.654 -0.07
C 8.938930 -7.346440 5.784840 -0.005 0.105 1.716 -0.11
N 6.836740 -4.499320 7.551660 -0.326 0.257 -0.560 -0.32
C 6.395270 -3.653000 6.409090 1.164 -0.042 0.529 -0.05
C 6.099540 -4.451110 8.780170 -0.565 0.293 -0.102 -0.13
N 8.812600 -5.547280 9.013710 -1.147 1.716 -2.164 -0.29
C 9.120840 -4.445290 9.929400 0.045 0.283 0.269 -0.12
C 9.674860 -6.694280 9.248780 0.308 1.599 -0.081 -0.10
H 6.091960 -7.179050 6.279200 -0.712 -1.120 0.466 0.09
H 6.403980 -6.749250 7.986040 -0.118 -0.331 -0.246 0.05
H 7.107130 -8.280400 7.452040 -0.345 -0.194 -0.430 0.09
H 8.429980 -8.000670 5.076980 0.113 0.422 -0.359 0.08
H 9.515450 -7.998300 6.441190 -0.468 -0.741 0.555 0.06
H 9.815790 -6.806890 5.426940 -0.843 0.768 -0.741 0.06
H 6.743950 -4.139440 5.498100 -0.247 0.042 -0.135 0.06
H 5.321510 -3.474480 6.351880 0.072 -0.233 0.352 0.09
H 6.968000 -2.729380 6.492690 -0.367 0.418 -0.351 0.07
H 5.033560 -4.492540 8.556370 -0.158 0.438 -0.175 0.09
H 6.219590 -5.343100 9.395020 0.666 0.301 0.195 0.07
H 6.355710 -3.513580 9.273640 -0.422 -0.160 0.694 0.07
H 8.327820 -3.727260 10.138370 -0.393 -0.196 -0.571 0.06
H 9.319620 -4.865050 10.915500 0.277 -0.193 0.005 0.08
H 9.970110 -3.847770 9.598020 0.286 -0.107 -0.029 0.06
H 9.679260 -7.257510 8.315590 -0.117 -0.896 0.820 0.06
H 9.364800 -7.047670 10.232190 -0.191 -1.268 -0.434 0.09
H 10.684400 -6.329990 9.439100 0.427 -0.068 -0.363 0.07
O 10.804720 -4.079310 4.411470 -0.046 0.957 -0.211 -0.44
P 10.984320 -5.099040 3.346830 2.040 -3.372 -1.082 0.66
N 11.582600 -4.566420 1.829430 0.063 -0.246 1.885 -0.30
C 11.008440 -3.360050 1.249700 0.077 -0.419 0.663 -0.11
C 12.096030 -5.473750 0.821860 0.412 0.314 -0.098 -0.12
N 9.563950 -5.945550 3.006590 0.791 0.533 0.897 -0.29
C 9.453510 -7.073130 2.082670 -0.391 0.474 -0.513 -0.11
C 8.401820 -5.059050 3.195430 0.220 -0.156 0.203 -0.10
N 12.158540 -6.278130 3.910390 -2.550 -0.903 -0.876 -0.28
C 12.192130 -7.780780 3.731030 -0.737 1.359 0.005 -0.08
C 13.364750 -5.775520 4.458660 1.225 0.419 -0.533 -0.18
H 10.045670 -3.596430 0.796600 -0.224 0.261 -0.231 0.08
H 11.704610 -3.018960 0.483470 -0.119 0.365 0.086 0.09
H 10.905650 -2.653900 2.073650 -0.134 0.405 -0.358 0.04
H 12.765110 -4.873560 0.205260 0.188 -0.038 -0.126 0.08
H 11.330990 -5.842430 0.138570 -0.277 -0.220 0.022 0.08
H 12.699060 -6.299630 1.199200 -0.246 0.035 0.312 0.07
H 10.390210 -7.378240 1.616190 0.110 0.042 0.486 0.06
H 8.947740 -7.938680 2.510580 0.286 -0.125 0.536 0.07
H 8.811070 -6.839740 1.233610 -0.089 0.488 -0.181 0.08
H 7.491730 -5.658880 3.189210 -0.063 0.175 -0.245 0.09
H 8.474230 -4.544740 4.153730 0.003 -0.214 0.089 0.04
H 8.432840 -4.250960 2.464590 -0.612 -0.088 -0.338 0.07
H 12.397710 -8.026490 2.689180 -0.103 -0.236 -0.045 0.06
H 12.968530 -8.247530 4.337210 0.206 0.548 0.090 0.08
H 11.274710 -8.253950 4.081090 -0.240 0.112 -0.332 0.06
H 13.412080 -4.718680 4.196080 0.370 0.176 0.722 0.07
H 14.198630 -6.261670 3.952310 0.347 0.094 -0.300 0.08
H 13.522630 -6.017890 5.509570 -0.399 0.509 0.227 0.06
```
Forces are in eV/Å.

Energy relative to the best compared isomer or geometry (same formula, charge and spin) = 76.25 kcal per mole
HOMO level = -7.6 eV
Kohn-Sham gap = 8.2 eV
Calculated total energy = -101724.8651 eV
Strongest force on any atom = 4.1 eV/Å



(2)
Formula: C22H65N4O10
Source: the Open Molecules 2025 dataset
Level of theory: ωB97M-V/def2-TZVPD

The geometry in XYZ format:
```
101
Properties=species:S:1:pos:R:3:forces:R:3:lowdin_charge:R:1
N 0.234757 0.153005 -2.040839 5.644 3.624 2.519 0.40
H 0.773187 -0.611045 -1.745551 0.769 -1.539 0.628 0.09
H -0.632506 0.018602 -2.131847 -9.297 -2.898 -0.349 0.00
H 0.397344 0.399587 -2.977840 1.514 1.294 -1.604 0.10
H 0.171441 0.905054 -1.298715 1.310 -0.304 -1.112 0.17
C -3.313156 1.714108 -1.305734 0.114 9.419 2.722 -0.14
O -2.231434 1.923259 -2.141132 1.357 -1.606 0.530 -0.06
H -3.250212 2.048525 -0.268343 2.130 -1.006 1.088 0.07
H -3.453159 0.806081 -1.353964 -3.100 -8.645 -0.355 -0.03
H -4.068739 2.537037 -1.249080 -0.780 -1.128 -2.422 0.13
H -2.396692 2.766767 -2.434610 0.341 3.117 -1.688 0.04
C 0.306420 0.411057 -6.094932 0.822 1.579 -0.657 -0.13
O -0.653478 0.920094 -5.181484 6.575 -1.070 3.740 -0.09
H 1.298400 0.355695 -5.539200 -1.137 0.550 -0.855 0.09
H 0.307821 1.158492 -6.992868 0.598 -1.718 1.349 0.12
H 0.127547 -0.619423 -6.389273 -0.410 -0.030 -0.346 0.06
H -1.443691 1.003422 -5.521594 -6.298 0.585 -3.019 -0.01
C -0.830050 -2.840414 -4.289379 0.174 1.674 -2.221 -0.17
O -0.593066 -2.636863 -2.920852 0.879 -2.164 1.258 -0.15
H -1.545502 -2.109077 -4.791450 0.339 -0.930 1.466 0.11
H -1.027663 -3.821506 -4.610169 -1.221 -1.536 0.337 0.07
H 0.033838 -2.693485 -4.929409 1.008 0.579 0.311 0.05
H -0.227379 -3.512797 -2.514538 -1.049 2.417 -1.191 0.15
C 2.956267 -2.203031 -3.872534 -1.690 -1.463 -3.882 -0.21
O 2.783779 -0.987720 -3.225238 0.373 0.693 -0.497 -0.10
H 2.452356 -3.143681 -3.739523 -1.378 0.210 1.661 0.08
H 3.919086 -2.481897 -3.780454 3.592 -1.060 0.413 0.04
H 2.817145 -2.174330 -5.008132 0.029 0.735 1.041 0.11
H 3.569745 -0.603794 -3.684684 -1.066 0.935 1.271 0.12
C -2.497989 -1.577518 -0.431936 -2.078 -1.269 0.831 -0.09
O -1.771187 -1.772944 0.767719 0.007 -1.327 -0.869 -0.24
C -1.288620 -3.129213 1.042739 -1.223 0.177 2.150 -0.14
C -0.840908 -3.031842 2.590962 -1.551 3.080 1.170 -0.21
N -0.553989 -4.282955 3.134163 -6.950 -2.291 2.935 -0.03
C -0.383154 -4.429713 4.633896 5.679 3.340 -2.449 -0.16
C 0.172371 -5.719736 5.050683 1.292 -2.090 -0.007 -0.27
O 0.211139 -5.683043 6.484345 0.469 -2.144 -0.427 -0.22
C 0.662494 -6.977402 7.078531 -1.022 0.772 0.802 -0.08
H -3.225014 -0.750676 -0.466360 1.198 0.131 0.636 0.09
H -3.188762 -2.381516 -0.498519 -1.511 -1.184 0.621 0.08
H -2.141745 -1.858044 -1.382678 2.242 0.823 -1.235 0.05
H -0.427685 -3.493332 0.510855 0.457 0.453 -0.986 0.08
H -2.060950 -3.968151 0.919965 0.603 1.484 0.402 0.15
H -1.729311 -2.512958 3.121312 1.337 -0.766 -0.795 0.16
H 0.126794 -2.365738 2.890892 -2.270 -0.857 -1.004 0.15
H 0.313280 -4.294762 3.045040 9.808 -1.339 -2.675 -0.01
H -1.258414 -4.443583 5.008877 -6.209 0.916 3.159 0.05
H 0.367429 -3.563597 5.081594 -2.141 -1.722 -0.982 0.19
H 1.190213 -5.956035 4.675830 -0.206 0.419 0.016 0.13
H -0.452252 -6.527383 4.600458 0.030 0.210 0.752 0.13
H 1.775414 -7.181144 6.938288 -1.504 0.208 -0.372 0.09
H -0.049624 -7.859898 6.745816 1.628 1.747 0.604 0.12
H 0.537482 -6.749337 8.195012 0.038 -0.720 -1.592 0.10
C 3.328008 2.186266 -0.443184 0.091 0.113 -3.444 -0.09
O 1.955660 2.547771 -0.287154 0.217 -2.727 -0.182 -0.23
C 1.731483 3.888175 -0.459143 -1.166 0.751 -2.844 -0.27
C 0.279792 4.268456 -0.156330 -1.880 -2.296 -2.806 -0.21
N 0.078692 5.672488 -0.356031 -5.056 -1.921 -4.402 -0.06
C -1.239415 6.112344 0.117976 -3.408 -1.488 1.085 -0.20
C -1.596630 7.611229 -0.156573 0.659 -0.040 0.519 -0.23
O -2.882522 7.947036 0.348756 -0.661 -0.328 0.100 -0.18
C -3.207053 9.214453 -0.175991 0.074 -1.702 -3.231 -0.13
H 3.585075 1.080262 -0.409676 -1.156 1.203 -0.468 0.09
H 3.912279 2.578915 0.309700 1.180 1.226 1.913 0.05
H 3.732945 2.717071 -1.448707 -0.769 -1.523 1.944 0.13
H 2.100147 4.237976 -1.540768 -0.907 -0.434 2.203 0.17
H 2.219013 4.380542 0.292529 2.168 1.790 1.655 0.09
H -0.018303 4.114616 0.874055 0.122 -1.293 0.318 0.09
H -0.499331 3.512819 -0.978628 2.095 2.475 2.602 0.19
H 0.580456 6.140039 0.227755 5.117 3.417 4.158 0.03
H -1.450064 5.981862 1.264994 0.957 0.084 -1.538 0.14
H -2.060017 5.321766 -0.261933 1.560 2.104 0.174 0.14
H -1.577582 7.839159 -1.233588 0.307 -0.139 0.233 0.11
H -0.904511 8.316314 0.408466 -0.076 -0.989 -0.933 0.14
H -2.720157 9.993606 0.282922 3.083 1.673 0.454 0.06
H -4.102690 9.716886 -0.023725 -3.165 -0.989 0.836 0.06
H -3.175533 9.108061 -1.322553 0.536 0.859 1.544 0.12
C 4.099598 -4.000419 -0.761261 0.137 -2.478 5.636 -0.07
O 3.584039 -3.180671 0.280453 2.377 -0.329 0.951 -0.14
C 2.305582 -2.647207 0.131604 0.272 -0.752 2.225 -0.21
C 2.048154 -1.426534 1.083928 -0.100 -0.200 -0.191 -0.15
N 0.648793 -0.971884 1.087760 -0.314 -1.094 -0.271 -0.11
C 0.436098 0.191731 1.968159 3.398 0.717 2.870 -0.18
C -0.964271 0.755670 1.882593 4.917 -5.290 13.386 -0.20
O -1.261806 1.714021 2.871019 3.350 -2.723 1.172 -0.17
C -2.352337 2.417131 2.615388 0.902 3.885 -3.274 -0.15
H 5.048199 -4.495489 -0.555324 0.595 1.159 0.830 0.11
H 4.158471 -3.576563 -1.611831 0.490 3.722 -6.006 0.00
H 3.630919 -4.915823 -0.950547 -2.275 -1.436 0.077 0.08
H 1.660770 -3.498437 0.272664 -1.176 -0.269 1.279 0.11
H 2.196561 -2.629716 -0.867004 -0.816 2.007 -4.066 0.05
H 2.700681 -0.528673 0.884772 -0.356 -1.231 0.164 0.11
H 2.219879 -1.841704 2.087678 0.830 0.259 0.038 0.12
H 0.080532 -1.839864 1.436660 1.829 3.350 -1.139 0.05
H 1.390690 0.924764 1.941846 -2.390 -1.114 -0.984 0.15
H 0.624243 -0.032059 3.134725 -0.772 -0.234 -2.020 0.15
H -1.540800 -0.128176 2.066357 -0.777 -0.474 0.443 0.12
H -1.254816 1.021930 1.117804 -4.401 5.294 -14.252 -0.02
H -2.519519 2.910074 3.584009 -1.309 0.128 -0.849 0.11
H -3.068050 1.864679 1.989988 -0.771 0.119 1.087 0.08
H -1.910771 3.253907 1.731272 -1.829 -1.208 2.187 0.13
```
Forces are in eV/Å.

Energy relative to the best compared isomer or geometry (same formula, charge and spin) = 87.26 kcal per mole
HOMO level = -11.0 eV
Kohn-Sham gap = 8.9 eV
Calculated total energy = -50275.8486 eV
Total charge = +1
Strongest force on any atom = 15.8 eV/Å



Look up the energy relative to the best compared isomer or geometry (same formula, charge and spin) of the first one.
76.25 kcal per mole



Which of these has the lowest energy relative to the best compared isomer or geometry (same formula, charge and spin)?
C22H64Cl2HfN9O5P3



Among the records above, which one has the lowest HOMO level?
C22H65N4O10